{"formula": "C31H46Cl2FN2O21S", "method": "ωB97M-V/def2-TZVPD", "symbols": ["Cl", "Cl", "S", "F", "O", "O", "O", "O", "O", "O", "O", "O", "O", "O", "O", "O", "O", "O", "O", "O", "O", "O", "O", "O", "O", "N", "N", "C", "C", "C", "C", "C", "C", "C", "C", "C", "C", "C", "C", "C", "C", "C", "C", "C", "C", "C", "C", "C", "C", "C", "C", "C", "C", "C", "C", "C", "C", "C", "H", "H", "H", "H", "H", "H", "H", "H", "H", "H", "H", "H", "H", "H", "H", "H", "H", "H", "H", "H", "H", "H", "H", "H", "H", "H", "H", "H", "H", "H", "H", "H", "H", "H", "H", "H", "H", "H", "H", "H", "H", "H", "H", "H", "H", "H"], "coordinates": [[2.501, 0.262, -0.371], [-2.842, 2.914, 1.138], [-0.966, 2.635, 4.195], [-2.766, 1.359, 3.012], [-2.766, 4.382, -4.171], [1.174, -3.837, -1.491], [-1.725, 6.640, -8.071], [-4.183, 2.670, -3.891], [-2.076, 1.051, -0.193], [5.586, -3.758, -0.850], [2.012, 2.792, -0.005], [2.907, -0.377, 4.081], [2.706, 0.423, 10.606], [-4.924, -1.408, -1.924], [7.233, -3.200, -2.286], [-0.318, -4.990, -2.710], [-1.072, 7.570, -10.019], [-3.148, 2.954, -5.874], [-0.664, 5.392, -9.599], [2.378, -0.174, 8.455], [-3.445, -2.643, -0.809], [5.548, -4.546, -2.947], [3.509, 1.703, 8.931], [1.140, -6.090, -1.386], [-2.776, -0.764, -1.870], [-1.214, 2.297, 1.531], [-2.773, -2.510, 2.312], [-1.608, -2.285, 2.693], [1.709, -0.756, 3.423], [-3.979, 3.238, -2.600], [-5.608, -2.619, -1.580], [-0.491, -3.234, 2.235], [-0.734, 4.601, -8.413], [-1.821, 5.286, -7.624], [4.309, -4.372, -1.029], [2.549, 0.519, 7.219], [0.666, 0.387, 3.525], [1.570, 1.774, -0.296], [-1.146, 6.630, -9.303], [-0.679, 0.107, 2.773], [3.970, 1.269, 2.627], [-3.347, 3.299, -4.757], [-3.420, 4.604, -2.921], [-4.745, -3.165, -0.477], [3.668, 1.482, 7.530], [-3.642, -1.534, -1.564], [0.706, -5.078, -1.823], [-0.847, 1.250, 0.457], [4.525, -5.248, -2.237], [2.851, 0.630, 9.450], [0.569, -2.897, -2.382], [3.993, -0.164, 3.184], [0.098, 1.644, -0.692], [-1.341, -1.068, 3.556], [-0.594, -0.082, 1.223], [-1.444, 1.468, 2.851], [-0.685, -3.614, -2.807], [6.226, -3.778, -2.053], [4.814, 1.406, 1.944], [-0.975, 3.567, -8.650], [1.250, -2.707, -3.214], [-3.270, 2.613, -2.048], [-6.625, -2.412, -1.257], [-0.984, -3.366, -3.824], [-1.287, 3.834, 3.648], [0.235, 4.634, -7.909], [-1.915, 0.518, -0.999], [0.430, 0.464, 4.588], [0.508, -2.798, 2.280], [-2.716, 4.961, -2.172], [-2.327, -0.741, 3.899], [4.942, -0.258, 3.717], [2.799, -0.171, 6.419], [4.100, 1.959, 3.463], [-1.521, -3.423, -2.134], [3.632, -5.355, -2.848], [1.189, 1.277, 3.168], [-5.639, -3.268, -2.456], [4.019, -0.907, 2.379], [1.850, -0.998, 2.364], [0.046, 0.821, -1.413], [-4.201, 5.355, -3.058], [-0.684, -3.457, 1.180], [1.358, -1.640, 3.963], [0.321, -0.615, 0.951], [-0.298, 2.527, -1.194], [-0.502, -4.178, 2.781], [-1.667, 5.222, -6.550], [4.024, -4.938, -0.145], [-0.786, -1.315, 4.458], [-1.365, -0.711, 0.776], [0.363, -1.956, -1.873], [3.567, -3.592, -1.204], [-2.815, 4.904, -7.862], [1.614, 1.031, 6.970], [-0.695, 3.174, 1.600], [3.067, 1.483, 2.059], [-5.030, -2.791, 0.507], [3.587, 2.417, 6.980], [4.655, 1.048, 7.350], [-4.729, -4.252, -0.452], [4.894, -6.241, -1.974], [-2.780, -3.360, 1.746], [-4.914, 3.285, -2.046]], "lowdin_charge": [0.757, 0.931, 0.925, -0.052, 0.053, 0.020, 0.059, 0.072, -0.155, 0.054, 0.133, -0.154, 0.182, 0.098, 0.175, 0.079, 0.173, 0.176, 0.061, 0.060, 0.031, 0.065, 0.064, 0.179, 0.124, -0.195, 0.166, -0.411, -0.198, -0.130, -0.091, -0.001, -0.124, -0.135, -0.132, -0.134, -0.158, -0.784, -0.562, -0.300, -0.074, -0.552, -0.117, -0.107, -0.124, -0.537, -0.558, -0.436, -0.115, -0.557, -0.117, -0.239, -0.053, -0.046, 0.000, -0.687, -0.113, -0.562, 0.090, 0.133, 0.141, 0.103, 0.143, 0.143, -0.098, 0.132, 0.072, 0.095, 0.056, 0.128, 0.126, 0.125, 0.111, 0.084, 0.110, 0.125, 0.097, 0.143, 0.112, 0.096, 0.125, 0.140, 0.076, 0.125, 0.091, 0.147, 0.099, 0.114, 0.137, 0.129, 0.129, 0.110, 0.108, 0.130, 0.126, 0.130, 0.010, 0.130, 0.131, 0.136, 0.143, 0.140, 0.061, 0.137], "e_homo_ev": -12.083, "homo_lumo_gap_ev": 7.1, "lumo_ev": -4.942, "charge": 1, "max_force_ha_per_bohr": 0.0724, "e_tot_ha": -4316.5118}

=====

{"formula": "C5H8O", "method": "ωB97M-V/def2-TZVPD", "symbols": ["O", "C", "C", "C", "C", "C", "H", "H", "H", "H", "H", "H", "H", "H"], "coordinates": [[-1.632, -0.199, 0.568], [-0.795, 0.933, 0.769], [-0.957, -0.983, -0.439], [0.532, -0.879, -0.116], [0.628, 0.419, 0.623], [1.264, 0.314, -0.722], [1.031, -1.771, 0.263], [-1.020, 1.725, 0.033], [1.294, 0.460, 1.476], [2.347, 0.427, -0.753], [-1.315, -2.023, -0.478], [0.777, 0.752, -1.590], [-1.208, -0.524, -1.402], [-0.947, 1.347, 1.770]], "lowdin_charge": [-0.131, -0.172, -0.156, -0.199, -0.236, -0.070, 0.134, 0.126, 0.137, 0.101, 0.124, 0.103, 0.118, 0.121], "smiles": "C1OC[C@H]2C[C@@H]12", "e_homo_ev": -9.818, "homo_lumo_gap_ev": 11.0, "lumo_ev": 1.159, "max_force_ha_per_bohr": 0.0123, "e_tot_ha": -270.5007}

=====

{"formula": "C3H3NO2", "method": "ωB97M-V/def2-TZVPD", "symbols": ["O", "O", "N", "C", "C", "C", "H", "H", "H"], "coordinates": [[0.244, -1.426, 0.259], [-1.609, -1.629, -1.110], [-0.829, 1.613, -0.528], [-0.441, 0.454, -0.243], [-0.807, -0.987, -0.517], [0.701, -0.097, 0.604], [1.723, 0.093, 0.252], [-0.119, 2.117, 0.003], [0.655, 0.088, 1.685]], "lowdin_charge": [0.041, 0.172, 0.201, -0.258, -0.407, -0.080, 0.130, 0.071, 0.130], "smiles": "[H]/N=C1\\COC1=O", "e_homo_ev": -10.927, "homo_lumo_gap_ev": 10.7, "lumo_ev": -0.183, "max_force_ha_per_bohr": 0.0259, "e_tot_ha": -321.3048}